Below is a cluster of 2 separate species, C6H8N2O2 in total, with properties calculated with ωB97M-V/def2-TZVPD.

* structure (SMILES): O=c1cc[nH]c(=O)[nH]1.C=C
* orbital gap: 0.368 Eh
* largest force on an atom: 5.8 eV Å⁻¹
* energy relative to the best compared isomer or geometry (same formula, charge and spin): 173.92 kJ/mol

XYZ file:
```
18
Properties=species:S:1:pos:R:3:forces:R:3
O 3.462 -0.593 -2.003 -1.059 1.088 1.114
C 2.562 -0.350 -1.197 1.361 -3.093 -1.139
C 1.931 0.875 -0.844 -1.217 2.392 -0.591
C 0.918 0.810 0.059 0.479 1.874 0.076
N 0.507 -0.325 0.683 -2.468 -0.020 0.930
C 0.859 -1.570 0.216 0.090 -2.883 -0.396
O 0.285 -2.660 0.407 0.628 2.670 0.381
N 2.005 -1.520 -0.537 0.974 0.760 -0.251
H 2.082 1.856 -1.444 0.116 -2.040 1.339
H 0.389 1.749 0.414 0.689 -1.302 -0.686
H -0.445 -0.230 1.140 2.222 -0.740 -0.718
H 2.522 -2.405 -0.678 -0.770 0.874 -0.207
C -2.281 0.449 0.870 -1.107 5.660 -0.353
C -3.436 1.064 0.444 1.584 -2.073 -0.510
H -2.265 -0.569 0.988 -0.001 -2.354 0.498
H -1.366 1.072 1.151 -1.661 -0.731 -0.460
H -4.160 0.207 0.283 0.005 1.934 -0.202
H -3.569 2.140 0.049 0.136 -2.016 1.177
```
Forces are in eV/Å.